The following is a quantum chemistry calculation of a structure of composition C27H45Cl2OPRu, from the OMol25 dataset.

Calculated values
- Charge: 0
- HOMO-LUMO gap (spin up / spin down): 6.05 / 7.76 eV
- Spin multiplicity: 5
- HOMO level (spin up / spin down): -6.20 / -8.46 eV

CARTESIAN COORDINATES (ANGSTROEM)
1 Ru 0.11705 -0.27896 2.15491
2 Cl -2.04952 0.46224 2.57392
3 Cl 2.38291 0.24735 2.00235
4 P -0.15513 0.61525 -0.41910
5 O 0.43794 -0.18915 4.23929
6 C -1.79408 0.08893 -1.10129
7 C 2.81775 -1.89300 -1.96485
8 C 0.34371 -3.29381 1.76706
9 C -3.89623 -0.95290 -2.90234
10 C -0.38760 -2.01643 1.66683
11 C 0.15027 5.21664 0.62235
12 C 1.24904 -0.00416 -1.44152
13 C -3.73090 0.55134 -2.66091
14 C -1.22389 3.08285 0.34307
15 C -2.29051 0.93723 -2.28586
16 C 1.81649 -5.68300 1.80920
17 C -0.09601 2.46197 -0.48927
18 C 1.30764 4.54276 -0.12232
19 C -0.32427 -4.54860 1.72899
20 C 2.47382 0.01592 -3.63415
21 C 0.46625 1.20872 4.62419
22 C -1.86947 -1.40722 -1.42547
23 C 1.15740 0.38052 -2.92317
24 C 2.47727 -4.45234 1.87017
25 C 0.04854 1.33306 6.08479
26 C 1.50231 -1.50583 -1.27612
27 C 1.26295 3.00640 -0.03677
28 C 1.74392 -3.26490 1.87824
29 C 0.41202 -5.72268 1.75317
30 C 2.85133 -1.45755 -3.43563
31 C -3.31419 -1.80375 -1.76663
32 C -1.21285 4.61872 0.25592
33 H -2.44675 0.27324 -0.22466
34 H -0.20884 1.76117 3.94717
35 H 2.37859 0.23160 -4.70569
36 H 0.67230 -2.07946 -1.71027
37 H -1.21840 -1.63337 -2.28412
38 H 2.38735 -6.61077 1.81101
39 H -0.24499 2.70507 -1.55918
40 H -2.24627 2.01042 -2.05214
41 H -1.10569 2.74761 1.38538
42 H 1.49325 1.51266 4.42507
43 H -1.50237 -2.00893 -0.58215
44 H 1.26154 4.83218 -1.18129
45 H 2.96184 -2.97897 -1.89235
46 H 2.07506 2.59402 -0.65205
47 H 2.26900 4.89915 0.26781
48 H 0.32145 -0.16355 -3.39438
49 H 2.15566 -2.08270 -4.01254
50 H 3.64590 -1.41301 -1.42229
51 H -2.20918 2.71254 0.02522
52 H -1.99407 5.02408 0.91158
53 H 0.14990 6.29104 0.40257
54 H 2.24463 -2.29660 1.95225
55 H -3.34240 -2.86263 -2.05090
56 H -1.41443 -4.55942 1.66756
57 H 0.94418 1.45454 -3.03846
58 H 3.84892 -1.64021 -3.85120
59 H -4.02462 1.10155 -3.56325
60 H -0.97168 0.97093 6.23930
61 H 0.74178 0.79488 6.73943
62 H 3.56421 -4.40835 1.91305
63 H -3.93533 -1.68230 -0.86758
64 H -3.40089 -1.22157 -3.84582
65 H 0.07662 2.39359 6.35967
66 H -1.62667 0.78012 -3.15146
67 H -0.09848 -6.68339 1.72325
68 H 2.11702 0.51691 -0.99851
69 H 1.54259 -1.77584 -0.21301
70 H 1.45387 2.65703 0.99036
71 H -0.27199 -0.65314 4.71794
72 H 0.30836 5.11801 1.70444
73 H -4.95877 -1.18792 -3.03332
74 H -1.46810 4.91686 -0.77094
75 H -4.40623 0.86467 -1.85109
76 H -1.47187 -2.17045 1.47797
77 H 3.28004 0.65307 -3.24144

---

The following is a quantum chemistry calculation of a cluster of 2 separate species, C2H6BrP in total, from the OMol25 dataset.

Calculated values
- Charge: 0
- Energy above the lowest of the compared OMol25 structures with the same formula, charge and spin: 106.66 kcal/mol
- HOMO-LUMO gap: 8.12 eV
- HOMO level: -8.02 eV

CARTESIAN COORDINATES (ANGSTROEM)
1 Br 0.59776 0.25930 2.72064
2 P -1.30480 -0.42565 -1.39297
3 C -0.64677 0.85174 -0.37143
4 C 1.00992 -0.12526 0.96153
5 H 0.11128 1.35648 -0.73866
6 H 1.92292 0.36646 0.51888
7 H 0.84946 -1.21212 0.55024
8 H -1.18007 1.45030 0.40297
9 H -1.25165 -1.62508 -0.52123
10 H -0.10805 -0.89616 -2.12999

---

The following is a quantum chemistry calculation of a cluster of 2 separate species, Cl2NO in total, from the OMol25 dataset.

Calculated values
- Charge: -1
- Energy above the lowest of the compared OMol25 structures with the same formula, charge and spin: 0.00 kcal/mol
- HOMO-LUMO gap (spin up / spin down): 7.33 / 7.33 eV
- HOMO level (spin up / spin down): -4.03 / -4.03 eV

CARTESIAN COORDINATES (ANGSTROEM)
1 Cl 0.14121 -1.56006 -1.61903
2 Cl -0.79219 -0.24328 1.56348
3 O 0.86591 1.13452 0.02126
4 N -0.21492 0.66882 0.03429

---

The following is a quantum chemistry calculation of a structure of composition C3H9N, from the OMol25 dataset.

Calculated values
- Charge: +1
- Energy above the lowest of the compared OMol25 structures with the same formula, charge and spin: 171.23 kcal/mol
- HOMO-LUMO gap (spin up / spin down): 7.93 / 7.45 eV
- Spin multiplicity: 2
- HOMO level (spin up / spin down): -16.04 / -16.01 eV

CARTESIAN COORDINATES (ANGSTROEM)
1 N 0.71642 0.63847 -1.37024
2 C -0.22824 -0.21716 -0.77065
3 C 1.41463 -0.35747 -1.90393
4 C 1.80374 0.71251 1.67384
5 H 1.98190 -0.33202 1.67517
6 H 2.44147 -0.46809 -1.63180
7 H -6.78172 -0.89481 0.37102
8 H -1.12613 0.36571 -0.53227
9 H 1.16394 0.87815 2.59525
10 H -6.25554 -1.48693 0.37847
11 H 2.64964 1.30236 1.57707
12 H 1.16164 -0.75600 -2.88366
13 H 1.05824 0.61528 0.82172

---

The following is a quantum chemistry calculation of the molecule C5H6Cl2N2, from the OMol25 dataset.

Calculated values
- Charge: 0
- Energy above the lowest of the compared OMol25 structures with the same formula, charge and spin: 33.47 kcal/mol
- HOMO-LUMO gap: 9.32 eV
- HOMO level: -9.48 eV
- SMILES: N[C@]1(Cl)N=CC=C[C@@H]1Cl

CARTESIAN COORDINATES (ANGSTROEM)
1 Cl -1.95117 -1.14506 -0.19030
2 Cl 2.36674 -0.73445 -0.58402
3 N 0.51925 -2.09091 0.75669
4 N 0.69836 0.25446 1.30088
5 C 0.64407 -0.82638 0.23764
6 C -0.70064 0.93405 -1.01631
7 C -0.34844 1.95014 -0.18985
8 C -0.45407 -0.54747 -0.83617
9 C 0.35102 1.44660 0.97860
10 H 0.36905 -2.82544 0.05902
11 H 0.98536 -2.34386 1.58281
12 H -1.38470 1.02112 -1.79854
13 H -0.35063 -0.92618 -1.89024
14 H -0.73256 2.90988 -0.46687
15 H 0.56693 2.11142 1.80275

---

The following is a quantum chemistry calculation of a cluster of 12 separate species, C20H65NO20 in total, from the OMol25 dataset.

Calculated values
- Charge: 0
- HOMO-LUMO gap: 9.28 eV
- HOMO level: -9.38 eV
- SMILES: COC[C@H](C)N.OCCO.OCCO.OCCO.OCCO.OCCO.OCCO.OCCO.OCCO.O.O.O

CARTESIAN COORDINATES (ANGSTROEM)
1 O 6.38141 5.28999 -8.04116
2 O 5.29784 -3.52041 2.59104
3 O -1.89050 -8.29102 -1.70427
4 O -1.63161 8.32632 2.75741
5 O -1.54338 -4.84857 4.11650
6 O -5.58631 -0.68115 7.70462
7 O 1.45247 -2.05027 11.14452
8 O 7.86069 -1.97523 -6.17510
9 O 2.92114 -6.04293 3.79791
10 O -6.22294 1.15880 -0.15946
11 O -0.74622 -2.38859 9.01175
12 O 7.33077 -4.63685 -6.22913
13 O 1.48956 0.74688 -1.35277
14 O -5.61597 -0.17219 4.64812
15 O -5.62049 3.40153 -6.66663
16 O -4.82130 -1.84520 -3.88230
17 O 5.30326 2.48208 -5.90650
18 O -1.76034 10.07827 -0.36603
19 O -1.57615 -5.49571 -2.65998
20 O -4.85287 4.26072 -3.80647
21 N -0.90453 2.70386 0.67262
22 C -2.31496 9.41347 0.77302
23 C -5.94160 4.83411 -4.67452
24 C 5.54573 3.82483 -6.26486
25 C 4.75011 -4.62207 3.33901
26 C 1.41701 -2.71447 9.94703
27 C -5.36711 0.53183 7.06392
28 C -1.16169 9.15327 1.73748
29 C -6.12267 0.74200 5.68804
30 C 7.57523 -2.60330 -7.37262
31 C 1.72731 -0.59496 -1.41063
32 C 5.91834 3.91587 -7.72763
33 C -6.37280 3.59693 -5.51404
34 C 3.34741 -5.07119 2.86072
35 C -1.61163 -5.94019 -1.32004
36 C 0.17322 1.68647 0.52063
37 C 0.17367 1.14785 -0.88438
38 C 0.62819 -1.88181 8.93161
39 C -1.06279 -7.40010 -1.11456
40 C 0.17399 0.72207 1.67188
41 C 6.76435 -3.95100 -7.23279
42 H -5.93482 1.17033 0.75328
43 H 5.70264 -3.72910 -7.12494
44 H -5.59846 1.28073 7.82137
45 H 0.04689 1.17086 2.65704
46 H 3.03854 -6.88975 3.36122
47 H 2.78002 -0.74328 -1.65126
48 H 6.80319 5.23392 -8.90172
49 H -0.09584 -7.48667 -1.61018
50 H -5.29467 -2.67712 -3.87509
51 H 7.14164 -1.35291 -6.04362
52 H -2.65920 -5.76427 -1.07557
53 H -4.77149 3.14612 -6.29842
54 H 2.76185 -4.16262 2.72026
55 H -3.01862 10.04077 1.32026
56 H 0.65447 -2.17299 11.66390
57 H -7.41318 3.75687 -5.79713
58 H -1.85348 -8.20382 -2.65959
59 H 3.38469 -5.50982 1.86356
60 H -1.89736 -4.92669 5.00240
61 H -6.72067 5.28048 -4.05652
62 H -5.26809 3.65913 -3.18414
63 H 6.30263 4.21587 -5.58494
64 H -0.92933 -5.26976 -0.79746
65 H 4.85379 2.50665 -5.05858
66 H -7.17331 0.62583 5.95405
67 H 1.27845 -1.14138 -2.24012
68 H 0.92622 -3.61642 10.31267
69 H -5.63675 5.57178 -5.41681
70 H 0.54964 -0.81819 9.15667
71 H -1.56594 7.39740 2.52419
72 H 1.65555 -1.13362 -0.46576
73 H -0.31752 8.73309 1.19074
74 H -0.71488 9.97551 2.29640
75 H 8.44664 -2.85968 -7.97512
76 H -1.09265 3.13988 -0.21878
77 H -0.70571 -5.31045 4.15118
78 H -1.80585 2.29741 0.87884
79 H -0.66429 0.50426 -1.15218
80 H -7.07819 0.72959 -0.13574
81 H 6.71075 3.17321 -7.82066
82 H 6.74559 -4.42580 -8.21377
83 H 5.11384 3.58001 -8.38190
84 H -0.83271 -7.65512 -0.08009
85 H -6.27499 2.67073 -4.94774
86 H 2.42698 -2.88188 9.57278
87 H 1.11100 2.24140 0.49380
88 H -0.79192 -3.34623 9.06128
89 H 7.42168 -4.14767 -5.40814
90 H -0.58316 -0.06087 1.62930
91 H -2.83709 8.52045 0.42952
92 H -4.32756 0.75104 6.82021
93 H 1.02879 -2.09038 7.93958
94 H 6.99637 -1.89676 -7.96745
95 H -4.79980 -1.22989 7.74811
96 H -2.52508 10.40751 -0.84391
97 H 5.46473 -5.44512 3.34082
98 H 1.18914 0.32512 1.67148
99 H -5.18424 -0.96291 4.97974
100 H 4.63336 4.32945 -5.94700
101 H 6.20069 -3.40150 2.89490
102 H -5.19524 -1.34999 -3.15349
103 H 4.68162 -4.17572 4.33107
104 H -6.14070 1.76686 5.31733
105 H -1.72071 -4.54666 -2.66276
106 H -0.13165 1.89275 -1.61923

---

The following is a quantum chemistry calculation of a cluster of 7 separate species, C19H51F3N13O7 in total, from the OMol25 dataset.

Calculated values
- Charge: +1
- Energy above the lowest of the compared OMol25 structures with the same formula, charge and spin: 51.28 kcal/mol
- HOMO-LUMO gap: 6.71 eV
- HOMO level: -9.99 eV

CARTESIAN COORDINATES (ANGSTROEM)
1 F 7.29094 -0.18584 -2.56256
2 F 5.87605 1.60894 -2.64584
3 F 8.12298 1.87501 -2.79078
4 O -0.31736 -2.11824 6.88450
5 O 2.38144 2.79244 1.61622
6 O -4.92585 -0.25085 5.07732
7 O -3.56680 -1.59152 -1.07908
8 O -5.96180 -3.72912 1.96970
9 O -2.26674 2.38414 4.09505
10 O -1.47573 1.89584 -2.07484
11 N -3.10924 2.47059 -0.61944
12 N -2.03068 4.08153 -1.83250
13 N -4.96344 -1.87626 3.49796
14 N 4.57410 1.26375 -5.43970
15 N -0.11674 2.32030 4.80376
16 N -2.67486 -1.78980 -3.14984
17 N -2.46853 -1.49666 6.54557
18 N -0.60969 2.98171 2.67245
19 N -6.36885 -5.88651 1.41397
20 N -3.33863 -0.26780 3.45695
21 N -4.03579 -3.43088 -2.31247
22 N -8.10223 -4.44063 1.78476
23 N -1.69247 -1.85070 8.66680
24 C -2.16158 2.76085 -1.54286
25 C -4.44172 -0.76544 4.07469
26 C 2.44210 0.38674 -0.04628
27 C 2.47934 0.50509 -4.12040
28 C 2.61350 1.81644 -0.73351
29 C 5.69991 0.26585 -5.32136
30 C 7.01264 0.97353 -4.74870
31 C 1.71643 -1.49419 -2.47727
32 C 0.63155 -0.53302 -1.82075
33 C 3.27617 0.49403 -5.52102
34 C 3.45462 2.73567 2.57227
35 C -6.75911 -4.62674 1.73791
36 C -1.07434 2.55166 3.87142
37 C -1.42185 -1.83976 7.33444
38 C -3.43509 -2.22955 -2.11240
39 C 0.93273 -0.09475 -0.31563
40 C 2.82188 3.03938 0.27476
41 C 7.04666 1.04747 -3.17434
42 C 2.90893 -0.76401 -3.24343
43 H -1.33664 4.33493 -2.51433
44 H 1.27632 -2.29782 -3.16156
45 H -5.37949 -6.06284 1.37002
46 H 2.74009 1.42974 -3.49726
47 H 0.86453 2.45048 4.64077
48 H 3.89103 3.39858 0.16875
49 H -3.38145 -1.26418 6.89443
50 H -2.92751 -0.67575 2.63737
51 H 7.90001 0.35156 -5.08301
52 H 4.49447 2.86113 2.14580
53 H -4.60701 -3.78768 -1.56466
54 H -2.55130 -2.29498 -4.00760
55 H 7.08171 2.02113 -5.19683
56 H 0.63342 -0.90544 0.41528
57 H 2.17008 3.89870 -0.12074
58 H 1.75196 2.07673 -1.44498
59 H 0.28370 0.82894 -0.11026
60 H 3.21032 -0.32610 -0.51005
61 H 5.93362 -0.08936 -6.37921
62 H 3.78808 -0.47228 -2.57874
63 H 3.54824 1.75094 -1.39567
64 H -0.94006 -2.10058 9.28535
65 H -3.68292 3.16104 -0.17055
66 H -5.77939 -2.27439 3.92720
67 H 4.58076 2.00427 -4.72012
68 H -7.00621 -6.63679 1.22066
69 H 3.28984 3.56571 3.34858
70 H -3.23523 1.49894 -0.37952
71 H -1.29195 3.16275 1.95582
72 H 5.38562 -0.60559 -4.66981
73 H -2.58267 4.80409 -1.40793
74 H 2.61262 1.06065 -6.25969
75 H 2.19839 -2.07546 -1.61232
76 H -0.34605 -1.13112 -1.77920
77 H 0.39185 0.40465 -2.40762
78 H 0.36439 3.12560 2.46676
79 H 2.62513 0.36108 1.06873
80 H 3.38286 -0.55319 -5.93865
81 H -2.21488 -0.90041 -3.03416
82 H -4.58436 -2.31337 2.67951
83 H -2.30759 -1.47679 5.55207
84 H 1.37119 0.48670 -4.39798
85 H 3.33761 -1.53621 -3.98089
86 H 3.46700 1.74490 3.15347
87 H -3.94087 -3.97040 -3.15274
88 H -8.77339 -5.16261 1.59863
89 H -8.42955 -3.51906 2.02173
90 H -2.58914 -1.62595 9.05642
91 H -2.91722 0.56210 3.85812
92 H 4.69093 1.72561 -6.36195
93 H -0.42374 1.99868 5.70704

---

Question: What is the formula in the fifth record?
Answer: C5H6Cl2N2

---

Question: The lowest charge belongs to which entry?
Answer: Cl2NO

---

Question: Which value of charge does entry 4 give?
Answer: +1

---

Question: Which of these has the lowest charge?
Answer: Cl2NO